Entry from the Open Molecules 2025 dataset: a single C3H2ClNO molecule at a distorted geometry (wB97M-V/def2-TZVPD).

Geometry as XYZ:
```
8
Properties=species:S:1:pos:R:3:nbo_charge:R:1
C -0.69491 -0.42175 0.00850 -0.305
C 0.09725 0.60311 -0.00391 0.049
C -2.08954 0.01951 0.01173 0.021
N -2.10679 1.30690 0.02749 0.089
O -3.05123 2.11518 -0.01201 -0.372
Cl -3.42902 -1.11862 -0.00718 -0.019
H -0.68934 -1.53474 0.08739 0.279
H 0.66671 1.49123 -0.17913 0.257
```

Properties
Energy relative to the best compared isomer or geometry (same formula, charge and spin): 141.22 kcal/mol
E_HOMO (spin up / spin down): -8.69 / -8.62 eV
Kohn-Sham gap (spin up / spin down): 0.25754 / 0.24878 hartree